Version a
The following is a quantum chemistry calculation of a 2-piece molecular cluster, CH6N2S overall, from OMol25.

```
! wB97M-V def2-TZVPD RIJCOSX def2/J DEFGRID3
* xyz 0 1
S 0.767 -0.671 3.844
H 1.650 -0.701 2.615
N -0.580 0.106 -2.768
H -1.167 1.045 0.241
C -0.188 0.620 -1.686
H 1.327 -1.992 3.915
H -1.687 -0.249 -0.640
H 0.114 0.160 -3.512
N -0.950 0.446 -0.546
H 0.713 1.236 -1.463
*
```

Output
SMILES: [H]/N=C/N.S

Version b
The following is a quantum chemistry calculation of a 2-piece molecular cluster, CH6N2S overall, from OMol25.

```
! wB97M-V def2-TZVPD RIJCOSX def2/J DEFGRID3
* xyz 0 1
H 1.510 1.545 0.691
H 1.156 -1.374 0.106
N 0.871 0.124 -1.449
N 1.368 0.580 0.801
S -1.597 -0.277 0.358
H 0.956 0.423 1.744
H -0.092 0.737 -1.351
H 0.840 -0.547 -2.181
C 1.201 -0.362 -0.209
H -1.706 0.884 1.057
*
```

The energetic minimum among the shown structures is version a; the next structure lies 1.183 eV above.